Formula: C41H73ClF5IO16S
Source: the Open Molecules 2025 dataset
Level of theory: the ωB97M-V functional and the def2-TZVPD basis

Geometry as XYZ:
```
138
Properties=species:S:1:pos:R:3:forces:R:3:mulliken_charge:R:1
C -5.30934 2.76786 -0.57067 0.1 -0.2 0.4 -0.8995
C -4.88035 3.43314 0.52539 -0.5 0.0 -0.6 -0.9762
C -4.48226 4.89417 0.60125 -1.7 0.6 0.3 0.2060
C -5.64182 5.94123 0.63360 0.2 0.1 0.3 -0.5435
C -6.75393 5.80800 -0.40976 -0.7 0.0 0.1 1.2270
F -7.33099 7.04733 -0.59565 0.1 0.2 0.1 -0.3790
F -6.30621 5.44579 -1.63433 0.3 0.0 0.0 -0.2269
C -7.91443 4.88911 -0.04945 -0.4 -0.1 -0.1 0.0982
C -8.03078 4.12984 1.10313 0.2 0.1 -0.1 -0.1262
C -9.15103 3.33311 1.32512 -0.2 -0.1 0.1 -1.2187
C -10.19546 3.30473 0.41763 0.6 0.4 -0.1 -0.8509
C -10.08559 4.09713 -0.72637 -0.3 -0.3 -0.1 0.0699
C -11.25882 4.07689 -1.68130 0.5 0.6 0.7 0.7994
F -11.13560 5.00625 -2.63225 0.0 -0.2 -0.4 -0.2780
F -11.41442 2.87522 -2.24031 -0.1 -0.1 -0.4 -0.2488
F -12.39747 4.35789 -1.02226 -0.2 -0.1 0.1 -0.2626
C -8.96424 4.86447 -0.97474 0.0 -0.1 0.1 -0.5746
C -5.11249 7.38784 0.77223 0.8 -1.2 0.1 -1.3711
I -4.06306 7.62155 2.64838 -0.3 0.1 0.0 0.1077
S -3.91509 7.70849 -0.51729 0.1 2.9 -0.6 1.2041
O -4.51399 7.67460 -1.80909 -0.3 -1.3 0.2 -0.6432
O -3.26948 8.94953 -0.22500 0.5 -0.5 0.6 -0.6632
O -2.82730 6.56705 -0.26322 -1.1 0.0 0.0 0.0886
C -3.27536 5.20308 -0.31460 0.9 -1.3 -0.1 1.1350
Cl -3.45865 4.72295 -2.03676 -0.3 0.2 0.0 -0.1489
C -2.07788 4.40961 0.22926 0.5 0.6 -0.5 -1.5444
C -0.81002 4.55765 -0.64592 0.0 -0.7 0.8 -0.2346
C -0.49674 3.24093 -1.36800 -0.2 0.0 -0.3 -0.6218
O -0.00773 3.45985 -2.69238 0.1 -0.1 0.3 -0.5454
H -4.82543 1.82148 -0.80659 -1.1 -0.8 0.8 0.3274
H -6.12648 3.05489 -1.22076 1.0 0.9 -0.9 0.2175
H -4.83738 2.86084 1.44866 1.6 -0.2 -0.2 0.4897
H -4.07004 4.98574 1.60693 0.2 0.2 -0.1 0.5262
H -6.13438 5.77214 1.59027 -0.1 -0.1 0.0 0.6723
H -7.23438 4.14584 1.83275 -0.1 -0.1 0.1 0.3415
H -9.21228 2.73306 2.22233 0.0 0.0 0.0 0.3938
H -11.07021 2.69451 0.58270 -0.1 0.0 0.0 0.4423
H -8.90588 5.45310 -1.87793 0.0 0.1 0.0 0.6084
H -5.89763 8.13016 0.80156 0.1 0.2 -0.4 0.9788
H -1.89504 4.79542 1.23350 0.0 -0.1 0.1 0.4351
H -2.31439 3.35003 0.28591 -0.4 0.0 0.2 0.4805
H -0.88039 5.39663 -1.32951 0.1 0.0 -0.1 0.2870
H 0.01429 4.72890 0.04418 0.1 0.4 -0.2 0.1675
H -1.37748 2.59736 -1.43867 -0.2 0.2 0.1 0.3707
H 0.22671 2.67937 -0.76887 0.2 0.0 -0.2 0.3570
H -0.52615 2.88946 -3.26130 0.1 0.0 -0.2 0.3102
C 3.58363 -1.56938 -4.83815 0.1 0.1 0.0 -0.7951
O 4.01053 -0.65524 -3.85372 -0.2 -0.2 0.1 -0.2826
C 3.10530 0.41842 -3.64791 0.3 0.1 0.0 -0.6180
C 2.96666 0.76242 -2.18136 0.0 0.2 0.1 -0.1970
O 2.24777 -0.19162 -1.41162 -0.1 0.0 0.0 -0.3958
C 2.86840 -1.43590 -1.12377 -0.1 -0.2 -0.1 -0.3636
C 4.05317 -1.35893 -0.18574 0.2 -0.1 -0.2 -0.2006
O 5.19875 -0.84709 -0.84768 -0.1 0.3 0.0 -0.3081
C 6.02724 -0.06754 -0.01651 0.0 -0.2 -0.1 -0.7985
H 3.65032 -1.12917 -5.83944 -0.1 -0.1 0.0 0.3270
H 4.23905 -2.43789 -4.79114 0.1 0.0 0.0 0.2319
H 2.55672 -1.90316 -4.65036 0.0 0.0 -0.1 0.3538
H 2.11770 0.18290 -4.05908 0.0 0.0 0.0 0.3548
H 3.50288 1.29504 -4.17525 -0.2 0.1 0.0 0.3697
H 2.37491 1.68008 -2.12081 -0.1 0.0 0.0 0.3694
H 3.93443 0.98607 -1.72953 0.1 -0.2 -0.1 0.0793
H 3.12899 -1.96782 -2.04074 0.2 0.1 0.0 0.1240
H 2.09741 -2.02854 -0.62516 0.0 0.1 0.1 0.3556
H 4.29338 -2.36966 0.17051 -0.2 0.0 0.2 0.1812
H 3.78698 -0.73278 0.67371 0.0 0.0 0.0 0.3086
H 5.44727 0.68341 0.53211 0.0 0.0 0.1 0.3457
H 6.74236 0.45044 -0.65383 0.0 -0.1 0.0 0.2537
H 6.57639 -0.69756 0.69306 0.0 0.1 0.1 0.3105
C 3.73034 -3.57009 3.51180 0.0 0.0 -0.2 -0.9141
O 3.05615 -4.26300 2.48392 -0.1 -0.1 0.3 -0.2144
C 3.77040 -5.38789 1.99769 -0.1 0.2 -0.2 -0.8326
C 2.85409 -6.56327 1.73269 0.0 -0.1 -0.1 -0.2962
O 2.34164 -7.19835 2.89627 0.0 0.1 -0.1 -0.4067
C 1.35276 -6.49688 3.63847 0.0 0.0 0.2 -0.3227
C 0.02065 -6.33477 2.93675 0.0 0.3 0.0 -0.4526
O 0.08624 -5.33946 1.92874 0.2 -0.2 -0.2 -0.2235
C -0.73071 -5.61394 0.81291 0.0 0.1 0.1 -0.6263
H 4.59779 -3.03355 3.11070 0.1 0.0 0.1 0.3013
H 3.03638 -2.84907 3.94134 0.0 0.0 -0.1 0.2387
H 4.05221 -4.25196 4.30658 0.1 0.0 0.0 0.4185
H 4.55251 -5.69015 2.70212 0.0 0.0 0.0 0.3999
H 4.24692 -5.09851 1.05144 0.1 -0.2 0.0 0.3936
H 3.45107 -7.32665 1.22584 0.1 0.0 0.1 0.4443
H 2.05006 -6.29478 1.04538 0.0 0.2 0.1 0.2146
H 1.73135 -5.53616 3.99012 -0.1 0.1 -0.2 0.0868
H 1.18224 -7.10916 4.52729 0.0 -0.1 -0.1 0.4043
H -0.73118 -6.02284 3.67334 0.0 -0.2 0.1 0.4104
H -0.27859 -7.29903 2.50908 0.0 0.0 0.0 0.2444
H -0.57861 -6.63726 0.45047 -0.1 0.0 0.0 0.2092
H -0.44904 -4.92388 0.01881 0.0 0.1 0.0 0.2009
H -1.78894 -5.46359 1.05437 0.0 -0.1 -0.1 0.3200
C 4.52200 9.15912 1.81388 0.0 0.1 -0.1 -0.7970
O 3.99112 8.96393 0.52290 -0.2 -0.1 0.2 -0.2768
C 4.01032 7.60998 0.10179 0.1 0.2 -0.2 -0.6290
C 2.74420 7.23213 -0.63692 -0.1 -0.1 -0.1 -0.3343
O 1.58793 7.11863 0.17820 0.0 0.0 0.1 -0.3953
C 1.00530 8.31060 0.69115 0.0 0.0 0.1 -0.4549
C 0.37115 9.21325 -0.34500 0.1 0.2 0.0 -0.3294
O 1.35720 9.91589 -1.08509 0.1 -0.3 -0.1 -0.3264
C 0.99341 10.14071 -2.42874 0.0 0.1 0.1 -0.7697
H 5.60929 9.02168 1.81732 0.0 0.0 0.1 0.3255
H 4.29536 10.18094 2.11461 0.0 0.0 -0.1 0.2294
H 4.06235 8.47753 2.53866 0.1 0.0 0.0 0.3582
H 4.14555 6.93612 0.95501 0.0 0.0 0.0 0.3591
H 4.86201 7.48429 -0.57983 0.0 -0.2 0.0 0.3929
H 2.89839 6.23136 -1.04995 0.0 0.0 0.1 0.4141
H 2.56626 7.89399 -1.48568 0.1 0.2 0.1 0.1438
H 1.71592 8.85951 1.31179 0.1 0.1 -0.2 0.1274
H 0.20753 7.96955 1.35636 0.0 -0.1 -0.1 0.4845
H -0.26080 9.94969 0.16651 -0.2 -0.2 0.0 0.4178
H -0.25652 8.61008 -1.01054 0.0 0.0 0.0 0.1632
H 0.63758 9.21970 -2.90407 -0.1 0.0 0.0 0.3347
H 1.88213 10.47956 -2.95960 0.0 0.1 0.0 0.2512
H 0.22000 10.91316 -2.50191 -0.1 -0.1 -0.1 0.3186
C 3.15386 -14.83336 1.06637 -0.1 0.1 0.1 -0.8111
O 3.13863 -13.45127 1.34566 0.0 0.0 -0.3 -0.2783
C 4.42582 -12.85606 1.32503 -0.2 0.0 0.2 -0.6138
C 4.40320 -11.49334 0.66677 0.1 0.1 0.0 -0.0713
O 4.22362 -11.51436 -0.74133 0.0 0.0 0.0 -0.4676
C 2.94226 -11.84712 -1.25436 0.0 -0.1 -0.1 -0.3417
C 1.86182 -10.82254 -0.98390 -0.2 -0.2 0.2 -0.5394
O 1.43071 -10.87805 0.36457 0.3 0.1 0.1 -0.3296
C 1.06847 -9.62087 0.89066 -0.2 -0.2 0.0 -0.4964
H 3.58835 -15.39810 1.89882 0.0 -0.1 -0.1 0.3254
H 2.12305 -15.15414 0.92339 0.0 0.0 0.1 0.2299
H 3.71071 -15.04583 0.14685 0.0 0.0 0.0 0.3697
H 5.14586 -13.49682 0.80475 0.0 0.0 0.0 0.3581
H 4.75513 -12.73513 2.36542 0.2 0.0 -0.1 0.3662
H 5.38894 -11.04640 0.82003 0.0 0.0 -0.1 0.3984
H 3.68189 -10.83157 1.14934 -0.1 -0.2 0.0 -0.0355
H 2.63099 -12.84080 -0.92728 -0.1 0.1 0.2 0.1187
H 3.07810 -11.90165 -2.33719 0.1 0.1 0.0 0.4095
H 0.99809 -11.03863 -1.62689 0.1 0.1 -0.2 0.3849
H 2.24629 -9.82504 -1.22730 0.0 0.0 0.0 0.3086
H 1.83978 -8.87228 0.69073 -0.1 0.1 0.0 0.0457
H 0.96994 -9.72390 1.96961 0.0 0.0 0.0 0.2912
H 0.10797 -9.29063 0.47400 0.0 0.1 0.0 0.3825
```
Forces are in eV/Å.

Summary:
Energy relative to the best compared isomer or geometry (same formula, charge and spin): 0.000 eV
Energy: -121497.05066 eV
HOMO-LUMO gap: 0.31658 hartree
HOMO energy: -8.929 eV
Lowest unoccupied orbital energy: -0.3 eV